83
Properties=species:S:1:pos:R:3:forces:R:3:mulliken_charge:R:1 method="wB97M-V/def2-TZVPD" smiles="CCOC1=CC(=O)c2ccc(CCCS)cc2C1=O.O=C1c2ccccc2C(=O)c2ccccc21.O=C1c2ccccc2C(=O)c2ccccc21" homo_energy_ha=-0.3403 largest_force_ev_per_a=2.6 e_tot_ha=-2582.60704 homo_lumo_gap_ha=0.303
C -5.15734 0.71638 1.87999 0.1 0.2 -0.8 -0.95
C -4.67450 -0.74999 1.58164 -0.3 1.1 -1.0 -0.33
O -4.04473 -1.42758 2.69195 -0.6 0.8 0.9 -0.40
C -4.67123 -1.13797 3.89907 -0.6 -0.2 0.1 0.36
C -5.94999 -1.51195 4.17575 0.6 0.8 0.8 -0.41
C -6.53197 -1.07256 5.56054 0.7 0.8 -0.9 0.04
O -7.32699 -1.73327 6.18090 0.2 0.4 -0.3 -0.54
C -6.02424 0.32753 6.05405 0.8 1.8 0.5 0.28
C -6.89027 1.25575 6.78230 2.3 0.3 -0.6 -0.75
C -6.35989 2.57134 7.17979 1.1 -1.5 -1.2 -0.74
C -4.97889 2.96052 6.85342 -0.5 -1.2 -0.5 0.77
C -4.44374 4.38398 7.24510 -0.3 -0.4 -0.9 -0.76
C -3.43471 5.00208 6.19126 0.4 1.0 0.7 -0.60
C -2.00039 5.31479 6.81991 -1.1 0.3 -0.6 -0.71
S -1.19522 3.84080 7.56637 0.1 0.0 0.2 -0.23
C -4.09266 2.03070 6.12756 -2.5 -0.6 0.7 -0.20
C -4.63535 0.73757 5.74329 -1.0 0.2 0.2 0.48
C -3.81130 -0.32013 4.93415 -1.1 0.2 0.2 0.10
O -2.63795 -0.53315 5.09645 -0.4 0.3 -0.3 -0.54
H -6.04875 0.78324 2.55302 1.0 -0.1 -0.4 0.27
H -4.30766 1.37742 2.21761 -0.9 -0.8 0.0 0.24
H -5.49152 1.15475 0.89249 0.3 -0.5 0.9 0.42
H -3.89808 -0.67079 0.77024 -0.7 -0.4 0.9 0.33
H -5.54752 -1.32484 1.17248 0.8 0.2 0.5 0.26
H -6.58362 -2.07057 3.44105 0.7 0.4 1.0 0.35
H -7.93712 0.94490 6.98600 0.9 0.4 0.0 0.38
H -7.03933 3.28336 7.71347 0.8 -0.7 -0.6 0.34
H -3.93271 4.30027 8.23672 -0.6 0.2 -0.7 0.28
H -5.32113 5.08890 7.29908 0.8 -0.8 0.3 0.35
H -3.83312 6.01254 5.88177 0.3 -1.0 0.2 0.34
H -3.32112 4.40624 5.25370 -0.1 0.3 0.9 0.40
H -1.34157 5.63856 5.96642 -0.3 -0.6 1.0 0.35
H -2.04587 6.20117 7.51161 0.0 -1.1 -0.4 0.34
H -1.96011 3.47163 8.65869 0.2 0.7 -0.9 0.15
H -3.05506 2.34786 5.86959 -1.0 -0.6 0.3 0.32
O 1.22444 -5.53755 -1.31031 0.0 0.1 0.0 -0.67
C 0.88165 -4.38434 -1.13195 0.2 -0.6 -0.1 0.50
C 0.94821 -3.39720 -2.23921 0.0 0.2 -0.1 0.18
C 1.38756 -3.80393 -3.49641 0.0 0.0 -0.2 -0.57
C 1.41608 -2.89860 -4.54720 0.0 0.0 0.1 -0.42
C 1.00485 -1.58348 -4.34759 0.0 0.0 0.1 -0.51
C 0.58282 -1.16959 -3.09250 0.0 0.1 -0.2 -0.54
C 0.55880 -2.07269 -2.03315 0.1 -0.1 -0.2 0.23
C 0.12260 -1.61474 -0.69033 -0.2 0.6 0.1 0.54
O -0.16508 -0.44769 -0.49865 0.0 -0.1 0.0 -0.68
C 0.03694 -2.60520 0.41087 0.0 -0.1 0.1 0.26
C -0.40467 -2.19818 1.66664 -0.1 0.0 0.2 -0.72
C -0.52073 -3.12202 2.69455 0.0 0.0 0.0 -0.48
C -0.19606 -4.45742 2.47203 0.0 0.1 -0.1 -0.55
C 0.25843 -4.86529 1.22569 0.0 -0.1 0.2 -0.53
C 0.38155 -3.94055 0.19254 -0.1 0.1 0.2 0.27
H 1.70360 -4.82766 -3.65758 -0.1 0.0 0.2 0.47
H 1.75450 -3.21760 -5.52610 0.0 0.0 0.1 0.41
H 1.01625 -0.88071 -5.17266 0.0 0.0 0.0 0.44
H 0.26863 -0.14374 -2.94052 0.0 -0.1 0.2 0.47
H -0.66351 -1.16126 1.84497 0.0 -0.1 -0.1 0.51
H -0.86907 -2.80248 3.67016 0.0 0.0 -0.1 0.48
H -0.29612 -5.18030 3.27341 0.0 0.0 -0.1 0.41
H 0.51273 -5.90534 1.05906 0.0 0.1 -0.1 0.47
O 8.01637 2.42548 -6.83115 -0.1 -0.1 0.0 -0.67
C 7.19860 1.52776 -6.77213 0.4 0.5 0.0 0.53
C 6.70922 0.86934 -8.00991 -0.1 -0.1 -0.1 0.13
C 7.20901 1.27183 -9.24525 0.0 0.0 -0.2 -0.56
C 6.78721 0.63626 -10.40384 0.0 0.0 0.1 -0.45
C 5.86553 -0.40492 -10.33379 0.0 0.0 0.1 -0.49
C 5.35204 -0.79755 -9.10651 0.0 0.0 -0.2 -0.49
C 5.76710 -0.15828 -7.94184 0.1 0.1 -0.2 0.26
C 5.19825 -0.57398 -6.63578 -0.4 -0.4 0.1 0.46
O 4.33769 -1.43176 -6.57970 0.0 0.1 0.0 -0.67
C 5.70144 0.06946 -5.39766 0.1 0.1 0.2 0.17
C 5.20191 -0.33624 -4.16271 0.0 0.0 0.2 -0.52
C 5.68907 0.23540 -2.99663 0.0 0.0 -0.1 -0.58
C 6.67746 1.21415 -3.05902 0.0 0.0 -0.1 -0.46
C 7.16761 1.63118 -4.28834 0.0 0.0 0.2 -0.64
C 6.67795 1.06449 -5.46181 -0.1 -0.1 0.2 0.38
H 7.93048 2.07797 -9.30404 0.0 -0.1 0.2 0.46
H 7.18080 0.94806 -11.36436 0.0 0.0 0.1 0.40
H 5.54639 -0.90883 -11.23871 0.0 0.0 0.1 0.40
H 4.63109 -1.60488 -9.05713 0.0 0.1 0.2 0.46
H 4.43578 -1.10125 -4.10915 0.1 0.0 -0.2 0.60
H 5.30190 -0.08432 -2.03606 0.0 0.0 -0.1 0.43
H 7.06390 1.65321 -2.14656 0.0 0.0 -0.1 0.39
H 7.93444 2.39550 -4.33110 -0.1 -0.1 -0.2 0.47